# 1
8
Properties=species:S:1:pos:R:3 method="wB97M-V/def2-TZVPD" lumo_ev="-0.28 / -0.28" homo_lumo_gap_ev="7.9 / 7.9" e_homo_ev="-8.132 / -8.131" e_above_lowest_kj_mol=209.71
C 1.68 0.28 0.17
P -1.70 -1.13 0.30
P -0.72 0.38 -0.99
S -2.11 0.99 0.47
H 1.40 -0.05 1.23
H 1.81 1.24 -0.08
H 2.27 -0.41 -0.40
H -2.62 -1.29 -0.69


# 2
73
Properties=species:S:1:pos:R:3 method="wB97M-V/def2-TZVPD" spin_multiplicity=3 lumo_ev="3.92 / 3.92" s2=2.02 homo_lumo_gap_ev="6.2 / 5.3" e_homo_ev="-2.312 / -1.397" total_charge=-2 e_above_lowest_kj_mol=181.55
Ni 0.40 -0.67 -0.17
O -2.02 -3.34 4.54
C -1.63 -2.15 4.91
O -1.79 -1.74 6.04
C -0.92 -1.31 3.89
C -0.33 -0.09 4.18
Cl -0.43 0.75 5.66
N 0.25 0.40 3.05
N 0.05 -0.45 2.03
C -0.64 -1.48 2.49
C -1.04 -2.55 1.48
O -1.57 -3.60 1.92
O -0.79 -2.31 0.29
C 1.04 1.59 2.83
C 1.64 2.29 3.87
C 2.41 3.41 3.59
C 2.62 3.83 2.29
C 2.03 3.12 1.26
C 1.23 2.02 1.52
H -1.86 -3.53 3.52
H 1.54 1.97 4.90
H 2.87 3.95 4.42
H 3.24 4.69 2.08
H 2.20 3.40 0.22
H 0.79 1.46 0.72
Br 4.59 -0.77 -3.74
C 3.40 0.69 -3.54
C 3.03 1.37 -4.70
C 2.16 2.44 -4.61
C 1.66 2.82 -3.37
C 2.02 2.11 -2.24
C 2.89 1.03 -2.30
C 3.28 0.34 -0.99
O 4.48 0.38 -0.71
O 2.33 -0.08 -0.26
H 3.40 1.04 -5.66
H 1.86 2.97 -5.51
H 0.97 3.66 -3.30
H 1.61 2.39 -1.27
O -6.03 -1.07 -4.08
N -5.00 -1.42 -4.66
O -5.02 -1.92 -5.78
C -3.74 -1.24 -4.00
C -2.57 -1.61 -4.64
C -1.36 -1.45 -4.01
C -1.21 -0.82 -2.71
O -0.11 -0.58 -2.18
C -2.50 -0.47 -2.09
C -3.70 -0.70 -2.71
N -2.57 0.06 -0.79
O -3.57 0.01 -0.06
O -1.52 0.83 -0.34
N -0.21 -1.98 -4.73
O 0.72 -2.43 -4.10
O -0.29 -2.05 -5.96
H -2.61 -2.07 -5.62
H -4.62 -0.43 -2.21
C -4.35 3.33 -0.68
Si -2.52 3.51 -0.35
C -1.90 5.07 -1.22
C -2.19 3.65 1.49
C -1.41 2.11 -1.01
H -4.92 4.06 -0.10
H -4.68 2.33 -0.39
H -4.59 3.47 -1.74
H -2.27 5.97 -0.71
H -2.24 5.11 -2.26
H -0.81 5.12 -1.22
H -2.62 4.58 1.90
H -1.12 3.65 1.71
H -2.64 2.81 2.02
H -1.47 1.98 -2.10
H -0.38 2.39 -0.80